A cluster of 7 separate species, C38H96N6O14 in total at a distorted geometry, computed with ωB97M-V/def2-TZVPD.

```
154
Properties=species:S:1:pos:R:3:forces:R:3:lowdin_charge:R:1
C -0.731 -4.089 4.226 -1.33 -1.36 -0.18 -0.117
O -1.822 -3.754 5.034 -0.73 0.13 0.32 -0.218
C -1.848 -2.409 5.469 0.14 -0.01 -0.33 -0.239
C -3.059 -2.254 6.379 -0.33 -0.80 -0.87 -0.189
N -4.375 -2.057 5.652 0.29 1.44 2.71 -0.013
C -5.453 -1.656 6.673 -0.28 1.11 -1.43 -0.195
C -6.847 -1.591 6.024 1.10 -2.70 0.24 -0.207
O -7.036 -2.937 5.581 -0.26 -0.35 -1.71 -0.210
C -8.090 -3.194 4.679 -1.23 -0.16 0.34 -0.129
H -0.830 -5.174 4.185 0.73 -0.24 0.24 0.086
H 0.217 -3.780 4.665 0.14 0.19 -0.44 0.091
H -0.975 -3.853 3.190 0.77 0.93 -0.19 0.088
H -1.837 -1.739 4.609 -0.23 0.25 -0.13 0.120
H -0.901 -2.277 5.992 0.03 0.51 0.49 0.114
H -2.873 -1.529 7.172 -0.35 0.43 -0.40 0.113
H -3.003 -3.224 6.872 -0.55 -0.20 0.47 0.111
H -4.614 -2.874 5.109 -0.26 -0.21 0.44 0.094
H -5.436 -0.589 6.896 1.36 0.38 0.13 0.101
H -5.448 -2.104 7.667 0.12 -0.85 -0.27 0.110
H -6.751 -0.866 5.216 -0.63 0.00 -0.14 0.123
H -7.656 -1.487 6.748 0.10 1.15 0.08 0.125
H -9.053 -2.836 5.044 -0.24 0.01 0.75 0.075
H -8.207 -4.270 4.549 0.32 -0.01 0.16 0.085
H -8.144 -2.761 3.680 1.32 0.38 -0.26 0.080
C 0.793 3.202 7.824 0.29 -0.10 -1.58 -0.155
O 0.627 4.067 8.858 -0.52 2.12 3.02 -0.192
C 0.023 5.363 8.700 -1.84 -0.17 -1.23 -0.158
C -1.567 5.264 8.515 2.87 -0.02 -1.07 -0.245
N -2.218 4.978 9.746 -1.60 1.46 0.10 -0.049
C -3.667 5.325 9.537 -0.30 -2.40 0.94 -0.175
C -4.565 4.917 10.727 -0.43 1.23 0.15 -0.237
O -4.910 3.551 10.674 0.86 -0.10 -0.59 -0.195
C -5.551 2.999 11.795 0.40 0.11 -0.04 -0.111
H 1.387 3.703 7.058 0.13 -0.20 -0.53 0.088
H -0.134 2.847 7.375 -0.27 -0.02 -0.08 0.078
H 1.349 2.331 8.171 -0.02 0.09 0.16 0.091
H 0.453 5.954 7.890 0.14 -0.58 -0.87 0.104
H 0.194 6.087 9.497 0.27 -1.05 0.93 0.112
H -1.751 4.522 7.738 -0.04 -0.56 -0.15 0.103
H -1.947 6.153 8.012 0.13 0.49 0.56 0.111
H -2.076 3.997 9.939 -0.46 -0.12 0.27 0.115
H -4.054 4.684 8.745 -0.13 -0.01 -0.53 0.110
H -3.848 6.342 9.191 0.51 0.13 0.52 0.116
H -5.486 5.499 10.759 -0.43 0.23 -0.72 0.113
H -4.151 5.273 11.670 0.78 -0.72 0.38 0.116
H -5.467 1.917 11.695 -0.07 0.05 0.05 0.088
H -6.605 3.271 11.847 -0.14 0.16 0.04 0.085
H -5.031 3.313 12.700 -0.10 -0.03 0.28 0.086
C 12.253 0.018 5.538 0.30 -0.42 -1.07 -0.120
O 11.070 0.456 4.839 -0.15 0.36 2.85 -0.162
C 10.171 0.986 5.857 -1.60 0.60 -0.95 -0.221
C 9.629 0.042 6.930 1.40 -0.25 0.84 -0.210
N 8.799 0.692 7.953 -0.91 0.21 0.37 -0.057
C 8.636 -0.034 9.211 -0.29 -1.44 -0.39 -0.193
C 7.665 -1.252 9.144 0.95 -0.31 1.50 -0.216
O 8.251 -2.313 8.442 1.35 2.17 -1.90 -0.232
C 7.611 -3.520 8.562 0.27 0.19 -0.22 -0.120
H 13.048 -0.049 4.795 -0.04 -0.01 -0.06 0.083
H 12.136 -0.974 5.973 -0.21 -0.07 0.01 0.081
H 12.613 0.679 6.326 -0.36 0.39 0.00 0.087
H 9.295 1.382 5.345 -0.06 -0.25 -0.57 0.118
H 10.529 1.904 6.324 0.93 -0.09 0.20 0.113
H 10.492 -0.340 7.476 0.37 -0.44 -0.03 0.100
H 9.157 -0.834 6.486 -0.34 0.22 0.03 0.121
H 8.980 1.670 8.130 0.31 -0.09 -0.33 0.103
H 8.488 0.498 10.151 -1.24 1.18 -0.66 0.113
H 9.555 -0.451 9.624 0.84 -0.77 -0.87 0.107
H 6.612 -1.156 8.881 0.00 0.78 -0.55 0.121
H 7.637 -1.630 10.166 -0.25 0.22 0.77 0.107
H 7.998 -4.119 7.737 -0.03 -0.47 0.37 0.095
H 6.547 -3.361 8.387 -0.37 -0.52 0.51 0.089
H 7.943 -3.833 9.552 -0.89 -1.18 0.15 0.096
C -4.747 -3.369 -16.201 2.34 -0.93 0.24 -0.151
O -5.651 -4.368 -15.835 -1.50 1.04 -0.37 -0.189
C -6.843 -4.177 -16.602 -1.69 -2.17 1.94 -0.188
C -8.093 -4.983 -15.911 0.58 1.14 -0.64 -0.175
N -9.074 -4.176 -15.159 1.39 -1.28 0.73 -0.080
C -8.399 -3.471 -14.043 -1.29 1.30 0.45 -0.181
C -9.381 -2.783 -13.021 -0.22 0.41 -0.54 -0.198
O -9.404 -3.258 -11.659 0.49 -0.14 -1.46 -0.188
C -10.109 -4.472 -11.480 -0.32 0.10 0.82 -0.121
H -3.897 -3.515 -15.534 -0.02 0.42 0.38 0.087
H -5.041 -2.320 -16.191 -0.62 -0.12 0.16 0.089
H -4.275 -3.616 -17.152 -0.35 0.24 -0.64 0.084
H -6.720 -4.646 -17.578 0.14 0.50 -0.32 0.110
H -7.149 -3.131 -16.609 0.23 0.15 -0.42 0.103
H -7.741 -5.760 -15.231 0.35 0.00 -0.19 0.110
H -8.612 -5.452 -16.746 -0.14 -0.14 0.12 0.098
H -9.616 -3.629 -15.812 0.14 0.61 0.44 0.101
H -7.751 -2.695 -14.450 0.20 0.26 0.08 0.097
H -7.748 -4.056 -13.394 -0.08 -0.85 -0.60 0.125
H -10.373 -2.719 -13.467 -0.54 -0.90 0.10 0.107
H -9.205 -1.707 -12.994 0.81 -0.03 0.57 0.109
H -11.162 -4.306 -11.707 -0.13 -0.25 -0.25 0.085
H -10.044 -4.731 -10.423 -0.02 0.34 0.17 0.082
H -9.734 -5.378 -11.957 0.26 0.32 -0.76 0.084
C 3.221 6.134 -4.186 -0.48 -1.32 0.15 -0.148
O 3.574 7.300 -3.541 1.20 0.91 0.13 -0.180
C 3.184 7.387 -2.171 -0.97 0.64 -1.52 -0.221
C 3.598 8.705 -1.556 0.82 -0.13 0.07 -0.187
N 4.974 8.704 -1.006 -0.69 -0.42 0.76 -0.069
C 5.327 9.806 -0.136 -0.30 -2.06 1.51 -0.207
C 4.727 9.594 1.311 1.24 0.44 0.92 -0.167
O 4.960 8.282 2.010 -0.40 2.01 -1.63 -0.215
C 6.345 7.958 2.296 -1.70 0.03 -0.93 -0.101
H 2.140 5.993 -4.185 -0.35 -0.23 0.43 0.083
H 3.732 5.303 -3.699 -0.25 -0.47 0.08 0.086
H 3.454 6.036 -5.246 0.61 0.93 0.01 0.086
H 3.401 6.551 -1.506 0.92 -0.22 -0.25 0.131
H 2.094 7.374 -2.190 -0.45 0.13 -0.01 0.112
H 2.732 8.767 -0.897 0.88 0.41 1.59 0.115
H 3.458 9.622 -2.128 -0.19 -0.27 -1.01 0.117
H 5.732 8.508 -1.644 -0.63 -0.06 -0.48 0.113
H 5.119 10.760 -0.620 -0.17 0.50 0.60 0.111
H 6.376 9.728 0.148 0.36 0.16 -0.94 0.100
H 3.731 10.020 1.433 -0.60 -1.30 -0.12 0.104
H 5.260 10.294 1.954 0.45 0.34 -0.02 0.094
H 6.168 7.104 2.950 0.85 0.18 0.24 0.089
H 6.916 8.794 2.699 -0.18 0.02 0.52 0.080
H 6.858 7.645 1.386 0.02 -0.21 -0.10 0.073
C -2.558 -3.759 -6.471 1.23 0.94 0.66 -0.076
O -1.868 -4.054 -5.240 -2.33 -1.68 0.03 -0.195
C -0.848 -3.212 -4.851 -0.10 0.08 0.58 -0.270
C -1.387 -1.997 -4.166 0.57 2.57 -0.72 -0.208
N -0.233 -1.094 -3.880 0.30 -1.07 0.65 -0.071
C 0.530 -1.471 -2.650 0.62 0.88 -1.07 -0.172
C 1.543 -0.331 -2.263 -0.91 -0.71 0.01 -0.225
O 2.357 -0.753 -1.197 -0.72 -0.08 0.99 -0.196
C 3.454 0.092 -0.908 0.56 -0.57 -0.59 -0.108
H -3.085 -2.806 -6.508 0.49 0.69 0.43 0.072
H -3.418 -4.387 -6.704 0.85 -1.06 0.24 0.087
H -1.695 -3.732 -7.136 -0.77 -0.17 -1.19 0.088
H -0.249 -2.921 -5.714 0.34 0.18 0.04 0.125
H -0.248 -3.719 -4.096 0.24 -0.52 -0.43 0.121
H -2.066 -2.142 -3.325 0.36 -0.63 0.44 0.120
H -2.039 -1.513 -4.893 0.08 0.42 -0.14 0.107
H -0.377 -0.100 -3.986 -0.37 -0.19 0.27 0.097
H 1.119 -2.371 -2.820 0.01 -0.07 -0.25 0.105
H -0.170 -1.729 -1.855 0.10 0.38 0.50 0.112
H 0.908 0.516 -2.004 0.13 0.48 0.33 0.114
H 2.211 -0.011 -3.062 -0.30 -0.25 -0.63 0.119
H 3.294 1.138 -1.173 -0.15 0.03 -0.05 0.085
H 4.283 -0.330 -1.476 0.38 0.47 -0.29 0.085
H 3.792 0.035 0.126 -0.64 -0.13 0.18 0.084
O 3.741 -9.096 -8.787 -0.38 -0.31 0.07 -0.055
C 2.403 -9.495 -9.083 0.37 0.27 -0.81 -0.258
C 1.369 -8.458 -8.781 -0.53 -0.09 -0.28 -0.255
O 0.098 -9.026 -9.165 0.28 0.48 0.80 -0.079
H 3.930 -9.166 -7.848 -0.17 -0.04 0.10 0.082
H 2.413 -9.722 -10.149 -0.09 0.01 -0.03 0.126
H 1.983 -10.366 -8.581 0.76 -0.43 0.25 0.123
H 1.409 -7.495 -9.290 0.80 0.06 0.12 0.124
H 1.343 -8.352 -7.697 0.26 0.51 0.18 0.119
H -0.391 -8.547 -8.493 -1.29 -0.46 -0.39 0.074
```
Forces are in eV/Å.

net charge = 0
F_max = 3.7 eV/A
SMILES string = COCCNCCOC.COCCNCCOC.COCCNCCOC.COCCNCCOC.COCCNCCOC.COCCNCCOC.OCCO
lowest unoccupied orbital energy = 0.627 eV
energy relative to the best compared isomer or geometry (same formula, charge and spin) = 161.0 kcal per mole
E_HOMO = -0.31616 hartree